# C7H8AlClF4N2O4P

A molecular structure, C7H8AlClF4N2O4P (ωB97M-V/def2-TZVPD, the Open Molecules 2025 dataset).

```
28
Properties=species:S:1:pos:R:3:forces:R:3:mulliken_charge:R:1
N 1.6365 3.2077 -2.0829 0.648 0.506 0.013 -0.36
C 1.1460 4.1877 -2.4436 -0.453 -0.638 -0.400 0.32
O 0.2400 5.0706 -2.8289 -0.356 0.081 0.543 -0.26
P -1.2307 4.7862 -2.0193 0.201 0.168 0.118 0.43
O -1.5472 3.3044 -2.4271 0.025 0.225 -0.227 -0.40
H -2.2469 5.6594 -2.3997 -0.012 -0.037 -0.185 0.13
H -1.0932 4.8387 -0.6361 0.127 -0.034 0.018 0.17
H -2.4492 3.1154 -2.7169 -0.020 -0.172 0.076 0.36
C 1.6547 -0.4808 -0.9403 -0.032 -0.042 0.050 -0.52
C 0.7192 0.5116 -0.6693 -0.191 -0.118 0.056 -0.13
C -0.5294 0.1719 -0.1776 0.039 0.159 -0.051 -0.57
C -0.8215 -1.1610 0.0420 0.052 0.046 0.051 0.23
C 0.0952 -2.1599 -0.2081 -0.005 -0.332 0.039 -0.38
C 1.3434 -1.8122 -0.7050 -0.019 0.145 -0.039 -0.38
N -2.1511 -1.5084 0.5758 -0.033 -0.013 -0.068 1.06
O -2.9414 -0.5904 0.7550 0.023 -0.039 -0.014 -0.66
O -2.3994 -2.6729 0.7773 -0.004 0.056 -0.041 -0.59
H 2.6336 -0.2089 -1.3154 -0.004 0.002 0.009 0.38
H 0.9529 1.5505 -0.8324 0.102 -0.079 0.036 0.37
H -1.2687 0.9282 0.0424 -0.020 -0.050 0.077 0.44
H -0.1354 -3.1951 0.0000 -0.004 0.040 0.148 0.39
H 2.0724 -2.5900 -0.8848 -0.009 -0.012 0.057 0.41
F -0.3453 -4.7932 3.8765 -0.123 -0.138 0.017 -0.40
Al 0.9479 -3.9413 3.2117 -0.020 0.135 0.032 0.58
F 1.1523 -4.4257 1.5865 -0.011 -0.062 -0.196 -0.42
F 2.3623 -4.2822 4.0460 0.175 -0.163 -0.026 -0.37
F 0.5699 -2.2935 3.1400 -0.299 -0.123 -0.627 -0.32
Cl 1.6332 -1.2165 5.2345 0.221 0.488 0.536 -0.53
```
Forces are in eV/Å.

The HOMO energy is -3.08 eV. As for the net charge: -1. Its electronic energy is -57838.1816 eV. As for the lowest unoccupied orbital energy: -1.6322 eV. The calculation puts the orbital gap at 0.0533 Ha.

***

# C4H6BrNS

2 unconnected molecules or ions with the total composition C4H6BrNS at a distorted geometry (ωB97M-V/def2-TZVPD, the Open Molecules 2025 dataset).

```
13
Properties=species:S:1:pos:R:3:forces:R:3:mulliken_charge:R:1
C -1.1360 1.2329 0.4117 -0.544 -0.135 0.071 -0.59
C -2.0783 0.3475 0.0586 0.469 -0.072 -0.099 -0.16
C 0.1989 0.6880 0.3194 2.915 2.318 -1.537 -0.19
C 1.3313 -1.3118 -0.5368 0.223 -0.088 -0.153 -0.82
N 0.1614 -0.5925 -0.1255 -0.562 -0.049 0.014 0.17
S -1.4165 -1.1609 -0.4642 0.049 0.057 0.020 -0.02
Br 1.2648 0.8981 2.0309 -0.113 0.008 0.044 -0.20
H -1.3255 2.2298 0.7709 0.003 0.032 0.018 0.37
H -3.1444 0.4682 0.0768 -0.192 0.093 -0.030 0.36
H 1.2426 1.6842 -0.6274 -2.216 -2.071 1.672 0.20
H 1.0681 -2.3532 -0.7083 0.085 -0.024 -0.015 0.27
H 1.7450 -0.8756 -1.4542 -0.020 -0.027 0.032 0.33
H 2.0887 -1.2548 0.2481 -0.095 -0.042 -0.037 0.28
```
Forces are in eV/Å.

The HOMO energy is -7.73 eV. As for the net charge: 0. Its electronic energy is -86609.8722 eV. As for the lowest unoccupied orbital energy: 0.2670 eV. The calculation puts the energy above the lowest of the compared OMol25 structures with the same formula, charge and spin at 305.0 kJ/mol. The calculation puts the orbital gap at 0.2939 Ha.